[1]
DFT (ωB97M-V/def2-TZVPD) results for a gas-phase ion, C6H10N5 (charge +1) at a distorted geometry.

LUMO level (alpha / beta) in eV: -5.62 / -5.62
HOMO-LUMO gap (alpha / beta) in eV: 6.76 / 6.76
Net charge: +1

XYZ file:
```
21
Properties=species:S:1:pos:R:3:nbo_charge:R:1
C -1.72368 -1.57015 -0.32965 -0.079
C -2.10474 -0.20444 -0.01859 0.155
C -0.89471 0.52940 -0.00111 0.016
C -0.37874 1.90575 0.15023 -0.291
C 0.85933 2.17692 0.08265 0.211
C 2.13773 -0.59154 1.06056 -0.441
N -0.39519 -1.62022 -0.45277 -0.188
N 0.05943 -0.46124 -0.21702 -0.027
N -3.34096 0.40472 0.09703 -0.800
N 2.19569 -0.34838 -1.26116 -0.606
N 1.41299 -0.14450 -0.15299 -0.013
H -2.22910 -2.37820 -0.65068 0.229
H -1.19422 2.55661 -0.05718 0.320
H 1.82692 2.58005 -0.12102 0.268
H 2.75071 -1.62083 1.11870 0.242
H 2.76476 0.22024 1.28430 0.222
H 1.37237 -0.62797 1.81593 0.232
H -4.15403 -0.10974 -0.15207 0.403
H -3.50622 0.97465 0.89022 0.396
H 2.90828 -0.98474 -1.13485 0.375
H 1.63337 -0.68638 -1.95053 0.376
```

=====

[2]
DFT (ωB97M-V/def2-TZVPD) results for a molecular structure, CH2O2S at a distorted geometry.

LUMO level in eV: 0.01
HOMO-LUMO gap in eV: 8.71

XYZ file:
```
6
Properties=species:S:1:pos:R:3:nbo_charge:R:1
C -0.40634 0.03591 -0.02444 -0.234
O -1.27794 1.28042 0.22447 -0.253
O -2.49637 0.67383 -0.20894 -0.398
S -2.00350 -0.87282 0.05769 0.454
H -0.04378 -0.12511 -1.04222 0.206
H 0.26842 -0.09099 0.90755 0.224
```